1.
Density functional theory data (the ωB97M-V functional and the def2-TZVPD basis) for a single H3N2O2P molecule at a distorted geometry.

Each line ends with the Mulliken charge.
Cartesian coordinates (Å):
N1 -0.318 -0.481 -0.413  -0.45
P1 1.250 -0.131 -0.705  0.14
N2 1.918 -1.619 0.602  0.73
O1 0.988 -1.984 1.295  -0.53
O2 3.018 -2.061 0.487  -0.52
H1 -0.628 -0.471 0.580  0.29
H2 -0.826 -0.985 -1.179  0.26
H3 1.344 1.197 0.025  0.08

The SMILES is NP[N+](=O)[O-]. The energy above the lowest of the compared OMol25 structures with the same formula, charge and spin comes out at 84.4 kcal/mol. The value obtained for the HOMO energy is -0.35321 Eh.

=====

2.
Density functional theory data (the ωB97M-V functional and the def2-TZVPD basis) for a single C5H6 molecule at a distorted geometry.

Each line ends with the Mulliken charge.
Cartesian coordinates (Å):
C1 1.754 0.919 1.433  -0.67
C2 0.926 0.197 0.461  -0.20
C3 -0.452 0.059 -0.394  0.28
C4 -1.427 0.488 -1.138  -0.32
C5 -1.334 -0.987 -0.890  -0.54
H1 2.488 0.235 1.809  0.23
H2 1.627 1.897 1.659  0.33
H3 1.433 -0.803 0.434  0.14
H4 -2.180 1.133 -1.454  0.37
H5 -1.975 -1.451 -0.181  0.23
H6 -0.859 -1.687 -1.739  0.15

The SMILES is C=CC1=CC1. The energy above the lowest of the compared OMol25 structures with the same formula, charge and spin comes out at 99.4 kcal/mol. The value obtained for the HOMO energy is -0.32849 Eh.

=====

3.
Density functional theory data (the ωB97M-V functional and the def2-TZVPD basis) for a molecular structure, C9H13ClNO at a distorted geometry.

Each line ends with the Mulliken charge.
Cartesian coordinates (Å):
C1 -2.907 -1.656 -0.397  -0.30
C2 -1.756 -1.715 -1.191  -0.74
C3 -2.907 -0.889 0.735  -0.57
C4 -0.592 -1.097 -0.876  -0.77
C5 -1.754 -0.082 1.127  -0.43
C6 -0.578 -0.306 0.300  1.31
C7 1.699 1.143 -1.085  -0.78
C8 3.014 0.408 0.792  -0.85
C9 0.508 0.312 0.744  -0.69
N1 1.694 0.160 0.023  0.21
O1 -0.617 2.566 -0.037  -0.47
Cl1 -2.080 1.993 0.029  0.24
H1 -3.734 -2.278 -0.738  0.41
H2 -1.856 -2.485 -1.963  0.34
H3 -3.667 -0.872 1.501  0.42
H4 0.312 -1.326 -1.417  0.40
H5 -1.744 0.100 2.196  0.44
H6 2.614 1.391 -1.655  0.39
H7 0.899 0.798 -1.819  0.31
H8 1.140 1.982 -0.652  0.45
H9 3.245 -0.316 1.576  0.37
H10 3.887 0.564 0.094  0.32
H11 2.863 1.451 1.307  0.38
H12 0.546 0.932 1.667  0.18
H13 1.773 -0.779 -0.262  0.42

The energy above the lowest of the compared OMol25 structures with the same formula, charge and spin comes out at 71.3 kcal/mol. The value obtained for the HOMO energy (alpha / beta) is -0.44817 / -0.44717 Eh. Its charge is +1.

=====

4.
Density functional theory data (the ωB97M-V functional and the def2-TZVPD basis) for 13 unconnected molecules or ions with the total composition C25H28BCl36NO4 at a distorted geometry.

Each line ends with the Mulliken charge.
Cartesian coordinates (Å):
C1 3.115 -1.397 -0.053  -1.48
C2 2.686 -0.322 -1.053  0.71
C3 2.318 -0.959 -2.393  -0.79
C4 1.454 -0.065 -3.267  -0.72
C5 0.089 0.372 -2.685  -0.32
C6 -0.594 -0.555 -1.709  0.82
C7 -1.135 -0.031 -0.517  -1.06
C8 -1.846 -0.816 0.419  0.12
B1 -2.544 -0.264 1.732  0.75
O1 -2.045 0.729 2.538  -0.37
O2 -3.731 -0.856 2.063  -0.66
C9 -2.000 -2.194 0.187  -0.72
C10 -1.455 -2.717 -0.976  -0.85
C11 -0.790 -1.931 -1.908  1.54
C12 -0.418 -2.803 -3.056  -0.23
O3 0.020 -2.517 -4.126  -0.45
N1 -0.753 -4.145 -2.688  -0.15
C13 -1.465 -4.124 -1.465  0.01
O4 -1.975 -5.073 -0.959  -0.57
H1 4.030 -1.874 -0.397  0.40
H2 3.251 -1.008 0.952  0.33
H3 2.363 -2.186 -0.042  0.32
H4 1.881 0.282 -0.657  -0.56
H5 3.565 0.297 -1.236  0.36
H6 1.903 -1.952 -2.234  0.13
H7 3.255 -1.118 -2.929  0.45
H8 1.326 -0.480 -4.258  0.38
H9 2.026 0.855 -3.416  0.54
H10 -0.593 0.513 -3.522  -0.46
H11 0.192 1.341 -2.208  0.30
H12 -1.041 1.024 -0.300  0.92
H13 -1.677 1.443 2.008  0.19
H14 -3.840 -0.947 3.019  0.19
H15 -2.549 -2.830 0.863  0.57
H16 0.078 -4.724 -2.689  0.29
C14 1.690 2.103 2.992  0.05
Cl1 0.696 1.804 4.408  -0.05
Cl2 0.918 1.434 1.537  0.09
Cl3 2.013 3.826 2.813  -0.14
H17 2.636 1.595 3.126  0.10
C15 -3.857 -0.821 6.327  0.04
Cl4 -5.583 -0.496 6.449  -0.04
Cl5 -3.549 -2.157 5.206  -0.17
Cl6 -2.974 0.619 5.826  -0.09
H18 -3.496 -1.118 7.303  0.26
C16 -2.777 2.016 -6.081  0.46
Cl7 -2.705 1.671 -4.354  -0.07
Cl8 -2.616 3.749 -6.388  -0.15
Cl9 -1.539 1.109 -6.950  -0.08
H19 -3.743 1.705 -6.459  -0.18
C17 -5.173 2.254 -9.289  0.22
Cl10 -5.059 1.587 -10.913  -0.12
Cl11 -6.517 3.385 -9.160  -0.12
Cl12 -5.328 0.959 -8.092  -0.15
H20 -4.258 2.794 -9.079  0.19
C18 0.145 -3.850 -8.302  0.71
Cl13 -1.511 -4.420 -8.116  -0.13
Cl14 1.224 -5.187 -8.692  -0.13
Cl15 0.239 -2.589 -9.537  -0.14
H21 0.456 -3.419 -7.361  -0.32
C19 1.647 4.599 -1.987  -0.18
Cl16 1.660 3.866 -3.594  -0.10
Cl17 0.304 5.731 -1.829  -0.14
Cl18 1.568 3.361 -0.730  0.06
H22 2.569 5.151 -1.862  0.37
C20 3.667 0.913 7.394  -0.05
Cl19 3.427 2.629 7.707  -0.10
Cl20 2.243 -0.005 7.881  -0.08
Cl21 4.039 0.633 5.689  -0.10
H23 4.509 0.576 7.983  0.34
C21 4.598 -4.727 -6.169  -0.13
Cl22 5.677 -4.067 -4.937  -0.09
Cl23 4.302 -6.443 -5.893  -0.14
Cl24 3.073 -3.843 -6.253  0.06
H24 5.092 -4.620 -7.125  0.31
C22 5.909 -0.304 -6.088  -0.16
Cl25 4.285 -0.134 -5.432  0.01
Cl26 7.059 -0.623 -4.787  -0.12
Cl27 5.963 -1.584 -7.306  -0.10
H25 6.196 0.622 -6.567  0.37
C23 -9.529 0.765 7.289  0.05
Cl28 -9.958 2.382 6.733  -0.12
Cl29 -8.840 -0.188 5.974  -0.12
Cl30 -8.415 0.846 8.654  -0.11
H26 -10.432 0.273 7.622  0.29
C24 -1.224 0.332 10.683  0.00
Cl31 -1.906 0.448 9.056  -0.06
Cl32 0.525 0.134 10.609  -0.09
Cl33 -1.659 1.746 11.641  -0.13
H27 -1.644 -0.542 11.163  0.29
C25 4.608 4.961 10.940  -0.02
Cl34 2.968 4.377 11.221  -0.09
Cl35 5.697 3.619 10.585  -0.11
Cl36 4.635 6.148 9.636  -0.11
H28 4.954 5.444 11.844  0.34

The value obtained for the HOMO energy is -0.34860 Eh.

=====

5.
Density functional theory data (the ωB97M-V functional and the def2-TZVPD basis) for 2 unconnected molecules or ions with the total composition C4H7NO.

Each line ends with the Mulliken charge.
Cartesian coordinates (Å):
C1 0.383 -0.728 0.346  -0.49
C2 -1.062 -1.059 -0.079  -0.36
O1 -1.918 0.102 -0.155  -0.36
C3 -1.261 1.273 -0.128  0.05
N1 -0.026 1.361 -0.446  -0.20
C4 0.718 0.298 -0.723  -0.33
H1 0.375 -0.327 1.368  0.30
H2 0.989 -1.636 0.306  0.30
H3 -1.088 -1.538 -1.063  0.32
H4 -1.525 -1.721 0.655  0.31
H5 -1.882 2.125 0.127  0.41
H6 3.394 1.016 0.163  0.17
H7 2.905 0.833 -0.372  -0.13

The energy above the lowest of the compared OMol25 structures with the same formula, charge and spin comes out at 114.9 kcal/mol. The value obtained for the HOMO energy is -0.29924 Eh.

=====

6.
Density functional theory data (the ωB97M-V functional and the def2-TZVPD basis) for 2 unconnected molecules or ions with the total composition C2H7OP at a distorted geometry.

Each line ends with the Löwdin spin population.
Cartesian coordinates (Å):
C1 0.332 -1.104 -0.112  0.09
C2 -0.063 0.385 -0.422  0.72
O1 0.219 0.743 -1.686  0.26
P1 -1.200 1.413 0.662  0.12
H1 0.697 -1.229 0.992  0.02
H2 -0.505 -1.824 -0.229  0.02
H3 1.206 -1.350 -0.672  0.00
H4 1.293 1.209 0.603  0.70
H5 0.920 0.026 -1.915  0.01
H6 -0.620 1.050 1.956  0.03
H7 -2.280 0.683 0.823  0.03

As for the spin multiplicity: 3. The energy above the lowest of the compared OMol25 structures with the same formula, charge and spin comes out at 23.1 kcal/mol. The value obtained for the HOMO energy (alpha / beta) is -0.23225 / -0.34563 Eh. As for the expectation value of S²: 2.004.